Below is a structure of composition C50H51AsHgN4OPS5Si, with properties calculated with ωB97M-V/def2-TZVPD.

Last column: Mulliken charge in e.
Cartesian coordinates (Å):
Hg  -0.926  -1.461  0.376  1.400
C  1.399  -2.898  1.825  -0.880
N  0.195  -3.693  1.462  1.364
C  -0.485  -4.275  2.621  -1.700
C  -1.916  -3.846  2.908  0.885
C  -2.759  -4.740  3.563  -0.947
C  -4.056  -4.358  3.857  -0.468
C  -4.471  -3.084  3.502  -0.884
C  -3.564  -2.260  2.858  -0.388
N  -2.324  -2.634  2.568  0.740
C  0.525  -4.673  0.445  -1.662
C  0.333  -4.255  -0.996  0.283
C  0.233  -5.258  -1.957  -0.977
C  0.015  -4.912  -3.275  -0.799
C  -0.062  -3.567  -3.602  -1.006
C  0.088  -2.639  -2.590  -0.443
N  0.270  -2.970  -1.313  1.779
C  1.098  -1.945  2.929  -0.097
C  1.742  -2.031  4.138  -0.261
C  1.406  -1.148  5.194  -1.213
C  0.328  -0.258  4.930  -0.777
C  -0.262  -0.241  3.698  -0.981
N  0.121  -1.027  2.636  1.000
H  1.698  -2.356  0.920  -0.422
H  2.228  -3.560  2.124  0.499
H  0.100  -4.038  3.516  0.423
H  -0.501  -5.366  2.534  0.409
H  -2.402  -5.731  3.820  0.425
H  -4.742  -5.051  4.329  0.368
H  -5.480  -2.744  3.697  0.422
H  -3.843  -1.264  2.528  0.375
H  -0.081  -5.568  0.594  0.542
H  1.582  -4.968  0.542  0.237
H  0.303  -6.297  -1.657  0.474
H  -0.116  -5.678  -4.030  0.395
H  -0.242  -3.239  -4.617  0.517
H  0.074  -1.577  -2.802  0.014
H  2.512  -2.785  4.269  0.413
H  1.910  -1.180  6.150  0.354
H  -0.041  0.412  5.699  0.393
H  -1.086  0.440  3.517  0.428
S  -7.976  -2.134  -2.454  -0.369
C  -6.447  -2.042  -1.800  0.059
S  -5.465  -3.403  -1.442  -0.208
C  -4.042  -2.577  -0.823  0.200
C  -4.142  -1.225  -0.798  -0.517
S  -2.962  -0.038  -0.300  -0.203
S  -5.657  -0.573  -1.400  -0.059
S  -2.713  -3.565  -0.350  -0.481
C  -0.265  2.130  -0.228  -0.963
C  -0.516  2.281  1.266  -0.477
As  -1.578  3.824  1.907  0.149
C  -2.974  3.890  0.539  0.156
C  -4.203  3.327  0.870  -0.476
C  -5.241  3.294  -0.048  -0.572
C  -5.060  3.825  -1.316  -0.441
C  -3.840  4.392  -1.657  -0.742
C  -2.804  4.426  -0.735  0.244
C  -0.499  5.334  1.294  0.119
C  0.884  5.265  1.174  -0.206
C  1.624  6.395  0.846  -0.612
C  0.993  7.612  0.639  -0.475
C  -0.388  7.697  0.772  -0.529
C  -1.122  6.569  1.105  -0.442
P  0.845  0.596  -0.595  2.119
C  0.766  0.904  -2.408  0.742
C  -0.486  0.862  -3.027  -0.445
C  -0.617  1.105  -4.388  -0.853
C  0.499  1.413  -5.154  -0.814
C  1.748  1.448  -4.551  -1.084
C  1.880  1.183  -3.195  -0.857
C  2.383  1.425  0.004  1.605
C  3.055  0.898  1.105  -0.699
C  4.188  1.513  1.613  -0.397
C  4.703  2.648  1.000  -0.836
C  4.053  3.175  -0.106  -1.018
C  2.885  2.586  -0.578  -0.934
H  0.185  3.031  -0.662  0.686
H  -1.220  1.976  -0.731  0.760
H  0.417  2.305  1.835  0.576
H  -1.063  1.406  1.621  -0.749
H  -4.342  2.896  1.855  0.265
H  -6.183  2.832  0.216  0.425
H  -5.863  3.778  -2.042  0.388
H  -3.689  4.800  -2.650  0.363
H  -1.851  4.856  -1.018  0.396
H  1.397  4.324  1.333  0.380
H  2.700  6.318  0.751  0.410
H  1.571  8.490  0.378  0.358
H  -0.892  8.644  0.619  0.364
H  -2.200  6.641  1.207  0.387
H  -1.369  0.627  -2.440  0.067
H  -1.596  1.047  -4.849  0.479
H  0.397  1.619  -6.214  0.364
H  2.631  1.668  -5.141  0.390
H  2.865  1.155  -2.747  0.626
H  2.677  0.001  1.567  0.081
H  4.679  1.092  2.482  0.374
H  5.605  3.116  1.376  0.373
H  4.445  4.057  -0.599  0.475
H  2.377  3.039  -1.422  0.392
C  3.632  -1.580  -3.675  -1.240
Si  3.618  -1.563  -1.768  1.417
C  3.906  -3.378  -1.292  -1.109
C  5.199  -0.642  -1.268  -1.361
O  2.309  -0.949  -1.118  -0.949
H  4.194  -2.438  -4.056  0.442
H  4.086  -0.674  -4.087  0.290
H  2.613  -1.642  -4.068  0.233
H  4.798  -3.769  -1.792  0.490
H  3.051  -3.988  -1.602  0.134
H  4.039  -3.503  -0.214  0.222
H  6.076  -1.012  -1.811  0.381
H  5.393  -0.747  -0.197  0.238
H  5.098  0.430  -1.469  0.268

Output
- Expectation value of S²: 0.76
- Relative energy (zero: lowest compared OMol25 entry of this formula, charge and spin): 20.1 kcal/mol
- Frontier orbital gap (spin up / spin down): 0.133 / 0.212 hartree
- Spin multiplicity: 2
- Largest force on an atom: 0.61 eV Å⁻¹
- Total charge: -2
- Calculated total energy: -197044.787 eV